[1]
Here is a molecular structure, C15H23IrN5 in a non-equilibrium geometry from the OMol25 dataset. Energies are from the ωB97M-V functional and the def2-TZVPD basis.

Properties
Total charge   +3
Largest force on an atom   3.8 eV Å⁻¹

```
44
Properties=species:S:1:pos:R:3:forces:R:3
H 2.22844 1.75072 2.87195 -0.126 -0.096 0.009
C 2.23404 -1.54728 -0.11175 0.438 2.773 1.283
N 1.95024 -0.29027 0.23725 0.401 -2.040 -0.461
H -1.66356 3.10313 -1.56155 0.158 0.039 0.173
H 0.24614 3.12923 -0.62215 -0.026 -0.098 -0.020
H 3.54524 -2.34678 1.35115 -0.053 -0.004 0.031
N -1.73526 0.35703 -0.79325 -1.770 -2.180 -1.625
C -1.08146 -2.88808 -2.37015 -0.218 0.756 0.543
Ir 0.13954 0.44823 -0.22145 -0.124 1.004 2.732
N 0.02734 -1.40917 -0.85545 0.438 -1.011 -0.812
H 2.88134 1.51163 0.62885 -0.051 -0.210 -0.031
H -3.90486 -0.47297 -2.56025 0.097 0.048 -0.039
C -0.06806 3.15532 1.35895 0.022 -0.198 0.823
N -0.35376 2.60033 0.00985 0.791 -0.838 -0.420
C -3.57126 -1.06548 -1.70135 -0.302 0.028 -0.151
H 3.51004 -3.25328 -0.15275 0.040 0.052 -0.003
N 0.41974 0.87502 2.19645 -0.519 -0.866 -2.417
H -4.23436 -0.80348 -0.87375 0.075 0.010 0.051
H 0.97094 3.49372 1.37655 -0.050 -0.041 -0.133
C 1.86864 0.81672 2.43195 0.973 -0.281 -0.285
C 1.17504 -2.15438 -0.87935 -2.115 -0.489 -1.330
C -0.29216 2.12592 2.46615 -0.296 0.951 -0.144
H 2.08384 0.00853 3.13595 -0.173 0.124 -0.003
C -2.16346 -0.79558 -1.36535 -0.197 3.566 1.338
H -3.73016 -2.11117 -1.94435 0.000 -0.062 -0.003
H -1.92746 -3.14698 -2.98985 -0.126 -0.029 0.067
H 0.08744 -4.55788 -3.01215 0.036 -0.023 -0.027
H -3.39156 1.57322 -1.21615 0.119 0.084 0.202
H -1.35556 1.90342 2.57045 0.065 -0.106 -0.004
H -3.03546 1.34793 0.49975 0.135 -0.101 -0.179
C -2.57236 1.49062 -0.48985 -0.983 0.632 0.271
C 0.06444 -3.66948 -2.39545 0.258 0.062 0.147
C 1.19054 -3.31898 -1.65065 0.135 0.286 0.215
C 2.68694 0.55472 1.12975 1.020 0.496 0.893
C 3.47394 -2.24998 0.26445 0.300 -0.145 0.081
H -0.04336 0.11383 2.69035 0.039 0.034 -0.173
C -1.10366 -1.73987 -1.56275 2.221 -1.545 0.127
H 3.65994 0.12753 1.40335 -0.137 0.121 -0.071
H -2.26736 3.57402 0.02495 0.128 -0.071 -0.025
H 2.08314 -3.92357 -1.71685 0.037 -0.059 0.061
H 0.04274 2.56512 3.41575 -0.046 -0.181 -0.078
H 4.36004 -1.69668 -0.05875 -0.055 -0.023 -0.066
H -0.69456 4.03032 1.55935 0.092 -0.064 -0.100
C -1.73996 2.78502 -0.51765 -0.651 -0.305 -0.448
```
Positions in Å, forces in eV/Å.

[2]
Here is a molecular structure, C44H45BrN6O5S3SiTa from the OMol25 dataset. Energies are from the ωB97M-V functional and the def2-TZVPD basis.

Properties
Total charge   -1
Energy above the lowest of the compared OMol25 structures with the same formula, charge and spin   0.00 kJ/mol
Largest force on an atom   0.7 eV Å⁻¹

```
106
Properties=species:S:1:pos:R:3:forces:R:3
H -0.35457 -0.72112 2.84012 -0.003 -0.005 -0.005
H 5.21616 -2.19461 -3.00834 0.003 0.006 0.000
C 1.71832 5.23783 2.24436 -0.073 0.086 0.022
H 6.40368 3.02354 3.75141 0.009 0.003 0.007
H -1.38965 5.47719 -1.91872 -0.008 0.002 0.005
C 2.57214 -1.18766 1.25422 0.014 0.003 -0.046
C 5.48178 2.39231 1.90522 0.092 -0.054 -0.023
C -0.76924 4.63729 -2.19898 -0.032 -0.008 0.030
C 3.61020 -3.24662 -2.04644 0.002 -0.024 0.005
N 0.08766 2.49049 -1.60421 -0.016 0.115 -0.044
C 2.43132 1.64168 4.90576 -0.003 -0.071 0.041
H -0.14817 5.44067 -4.09392 0.005 0.001 -0.003
H 4.59860 0.42120 1.78206 0.025 0.005 0.003
C -0.66210 3.56010 -1.33597 0.006 -0.069 -0.053
H 3.98420 -0.04952 -3.11040 0.003 -0.007 0.009
H 3.19875 3.67443 4.99345 -0.012 0.084 -0.045
C 1.26686 -0.71437 1.42864 -0.044 -0.029 0.160
H 1.27269 3.40423 -4.59270 -0.001 -0.002 0.003
H 0.74994 5.85637 4.06867 -0.004 -0.002 0.002
H 5.68318 3.59803 0.12914 0.001 0.014 -0.001
C 2.32804 -3.17440 -1.52995 -0.039 0.004 -0.012
H 7.56048 2.65696 2.45705 0.012 -0.008 -0.005
C 5.42149 0.92070 2.29466 -0.018 0.001 -0.006
H -4.62540 -3.75550 0.94686 -0.004 -0.002 -0.004
H -4.56338 0.70948 -2.13837 0.000 -0.010 -0.008
H 4.92942 2.02210 -0.15390 0.004 0.004 0.001
H 1.86808 -4.03663 -1.07451 -0.003 -0.006 0.002
C 2.49050 -2.43671 3.28282 -0.023 0.003 0.015
C -3.69676 -1.98087 1.72513 0.010 0.038 0.030
C 1.01390 2.03024 5.30741 0.012 0.036 0.018
H 3.44292 2.72204 6.46762 -0.014 0.010 -0.002
H 3.79737 -0.01255 5.15444 0.002 -0.020 -0.012
C -3.72504 2.30985 1.25604 -0.059 0.016 -0.026
N -1.59507 -1.37400 0.77099 -0.005 0.042 -0.046
H 5.26369 0.81220 3.36904 0.002 -0.010 -0.003
C 1.57150 6.18474 3.43038 0.003 -0.029 -0.017
H 4.44546 2.41904 5.03962 -0.019 0.015 0.011
H 2.81661 0.34379 6.58817 0.003 0.012 0.016
N 1.46788 0.32982 -2.06644 0.076 0.037 -0.012
H 0.68549 -2.25479 4.42530 -0.006 -0.010 -0.007
C -1.66225 -2.45721 0.00538 -0.042 0.000 0.093
H 2.09460 -0.47081 5.18816 0.022 0.036 0.033
S -1.82365 0.26946 -1.67267 -0.058 0.036 0.014
C -0.07925 4.61479 -3.39792 0.002 -0.001 -0.008
O 2.44997 1.47796 3.47642 0.045 -0.016 -0.001
C -2.58812 -1.15661 1.63092 0.062 -0.033 0.010
C -3.00855 1.09736 -0.71578 0.023 0.043 0.070
C 0.44402 5.21096 1.41213 0.040 0.006 0.030
C 3.18736 -2.04326 2.15846 -0.002 -0.030 -0.007
C 1.21238 -1.96776 3.52399 0.015 -0.050 -0.045
C 2.23558 -0.85224 -2.16727 0.096 -0.087 0.002
C 3.44214 2.68618 5.37630 -0.009 -0.058 -0.052
H -4.48181 -1.74682 2.43105 0.001 0.007 0.007
H 6.67904 2.12981 0.12316 0.014 -0.010 -0.001
H 3.82513 5.62739 1.95547 0.023 0.008 -0.002
C -2.72219 -3.35034 0.03984 0.044 -0.002 -0.011
C 4.20980 -2.12951 -2.61435 0.021 0.024 -0.015
C 1.63096 -1.97005 -1.59035 0.167 0.020 -0.057
C -5.33088 1.76957 -0.45353 0.136 -0.014 0.030
H 0.57228 4.49468 0.60324 0.001 0.004 0.008
N -7.73762 1.81125 -1.38710 -0.004 -0.014 -0.032
H 6.61543 4.15786 2.40926 -0.002 0.009 -0.002
N -6.84562 3.51768 2.20526 0.000 -0.012 0.028
O -0.42768 -3.79721 -1.47696 0.025 0.015 0.028
C 0.62753 -1.10720 2.60670 0.011 0.047 0.021
H -2.69121 -4.21134 -0.61164 0.004 0.004 -0.009
H 2.74279 6.66988 1.00482 -0.011 0.015 0.000
N 0.39058 -1.70378 -0.97870 0.210 0.055 -0.049
O 2.23887 1.19941 -4.06034 0.021 0.003 0.036
H -0.40162 4.89240 2.02377 -0.004 -0.013 0.003
H 4.19561 -2.39540 1.98369 0.005 0.002 -0.002
C -6.66598 1.79336 -0.97176 -0.121 0.029 0.000
C -5.03104 2.35390 0.78823 0.128 -0.087 -0.066
S 2.16905 1.97046 0.37752 0.188 0.026 0.012
H 3.15029 -0.89089 0.38518 0.010 -0.008 0.003
H 0.31352 1.27072 4.95630 -0.007 -0.003 -0.015
H 0.74732 2.98614 4.85589 -0.009 -0.013 0.002
H 6.35360 0.42061 2.02461 0.015 -0.007 -0.005
Ta 0.33959 0.35036 -0.29231 -0.536 -0.396 -0.139
H 1.36644 7.20120 3.08975 -0.001 0.013 -0.006
H 0.23149 6.19583 0.98973 0.009 0.016 -0.006
C 6.58872 3.10110 2.67908 -0.028 -0.011 -0.015
C -6.04310 2.99216 1.57119 -0.106 0.092 0.040
H -1.18189 3.55412 -0.39237 -0.035 -0.004 0.043
O 4.27431 3.06046 2.26347 -0.086 0.090 0.019
Si 2.69956 2.59405 2.31674 0.003 0.041 0.025
C 0.69978 3.50909 -3.68272 0.024 -0.005 -0.028
H -2.47999 -0.29220 2.27328 -0.029 0.033 -0.017
H 0.93097 2.11251 6.39339 -0.002 -0.007 0.013
H 4.15158 -4.18291 -1.99419 -0.003 -0.005 0.003
C 5.70788 2.54216 0.40413 -0.014 -0.005 0.008
H -3.48952 2.76178 2.21098 0.000 0.006 0.006
C -3.76979 -3.09387 0.90363 -0.022 -0.039 0.002
H 3.00854 4.98509 0.52471 0.010 -0.009 -0.007
C 1.57950 1.27088 -3.03686 -0.033 0.056 -0.100
C 2.80662 0.28943 5.49781 -0.014 0.044 0.000
C 0.74967 2.48084 -2.75972 0.030 0.007 0.046
S -1.09770 1.69165 1.22471 -0.010 0.131 0.085
O 1.90065 3.93834 2.80632 0.015 -0.028 0.041
C -2.71127 1.68776 0.53136 0.037 -0.049 -0.055
C 3.52885 -0.92480 -2.67486 -0.009 -0.028 -0.002
H 2.48892 6.19188 4.02117 0.007 -0.003 0.008
C 2.90150 5.65655 1.37868 0.011 -0.050 0.011
Br 3.32123 -3.58774 4.55165 -0.005 -0.002 0.001
C -4.32509 1.15988 -1.18430 -0.048 0.011 0.033
C -0.50184 -2.72070 -0.90117 -0.126 -0.003 -0.057
```
Positions in Å, forces in eV/Å.

[3]
Here is a molecular structure, C43H36AuN2OP2SSe2Te2 from the OMol25 dataset. Energies are from the ωB97M-V functional and the def2-TZVPD basis.

Properties
Total charge   +1
Largest force on an atom   0.9 eV Å⁻¹
2S+1   3

```
90
Properties=species:S:1:pos:R:3:forces:R:3
C 1.99710 -4.08750 0.74640 0.074 -0.108 -0.106
H -2.25540 1.88080 3.02180 -0.193 -0.220 -0.112
Se -1.93200 -2.62590 -0.05440 0.021 -0.028 0.195
C 0.05390 2.85310 -2.31550 -0.064 -0.094 -0.051
C -4.84040 -0.10090 2.61960 0.280 0.124 -0.114
O 2.52750 -0.23000 -2.47860 0.339 -0.277 -0.532
C -3.98160 -1.54270 -2.68700 -0.048 0.001 0.000
C 4.00640 -3.57730 1.95990 0.117 -0.018 0.098
H 0.99340 2.50250 -1.90370 0.115 0.069 0.018
H 3.22700 1.12910 5.04870 0.037 0.027 0.091
H 5.47600 0.68600 0.73730 -0.011 0.056 0.057
C 4.88760 -1.67790 -4.70930 -0.003 0.092 0.004
H -4.95010 -1.35520 -2.24740 -0.095 0.003 0.040
C 2.17040 -0.04860 -3.78330 -0.562 0.060 -0.604
C 5.45140 0.62920 -5.49620 -0.164 -0.065 0.157
S -1.56780 1.90050 0.44580 0.498 0.315 -0.298
H 3.01100 -0.51970 3.25290 -0.021 0.041 0.003
C -0.23390 4.20090 -2.36190 0.028 0.087 0.059
H 4.83110 -3.89990 2.57830 0.059 -0.028 0.051
H 3.10780 -5.52110 1.88370 0.030 -0.079 0.027
H -0.50750 -2.23420 -4.21150 0.029 -0.008 -0.055
C -0.87440 1.91690 -2.76650 -0.004 -0.039 -0.005
C 3.10250 3.24780 2.41710 -0.025 0.112 -0.031
C -3.95060 0.72010 3.26400 -0.439 -0.258 0.096
C 3.19810 2.82180 3.73210 -0.051 -0.085 0.075
H 6.50190 0.43990 -5.29920 0.115 0.005 0.016
H -3.08860 0.17930 -1.78510 -0.035 0.038 0.013
H 4.68920 -1.54850 1.86200 0.050 0.028 0.062
C 2.95720 0.95670 1.69200 -0.007 0.092 -0.003
C 3.81890 0.04470 -2.15260 0.722 0.277 0.536
C 6.31950 0.72200 -1.23670 0.185 -0.027 0.002
H 1.09940 -2.43460 -0.29150 -0.034 -0.116 0.100
H 7.30700 0.99510 -0.89620 0.062 0.028 0.032
P 2.59960 -0.11520 0.28020 0.008 -0.263 0.860
Te -0.01810 -2.55570 3.42770 0.063 0.135 0.108
H -5.21970 -0.99550 0.66550 -0.134 -0.112 0.086
H 0.86450 0.37350 -7.36140 -0.041 0.026 -0.071
Te -2.28710 -3.41730 2.18980 0.007 -0.071 -0.225
N -2.94540 1.27800 2.57680 -0.188 -0.095 -0.471
P -0.32240 0.19940 -2.56780 -0.400 0.054 -0.200
H -5.67040 -0.55040 3.14010 0.022 -0.018 0.026
H 1.24860 -4.79020 0.40750 -0.017 -0.089 0.029
C -1.48330 -2.03210 -3.79170 0.004 0.158 0.058
H -3.34390 4.02230 -3.67370 -0.062 0.058 -0.050
H -0.74200 0.32150 -5.47880 -0.033 0.043 -0.010
C -2.78620 1.06130 1.22580 0.105 0.262 0.565
H 4.67890 -1.98870 -5.73100 -0.033 -0.047 -0.095
H 3.27050 3.54060 4.53160 0.072 0.127 0.099
H -1.71300 5.67330 -2.84240 0.006 0.060 -0.053
C 1.90690 -2.76420 0.35420 0.108 0.082 -0.084
H -4.58480 -3.36790 -3.63040 -0.065 -0.025 -0.069
C -3.77820 -2.66800 -3.47000 -0.020 0.006 0.016
C -2.38400 3.69490 -3.30290 -0.090 0.077 -0.014
Au 0.20190 0.04930 -0.16220 0.151 0.146 0.241
Se -0.08010 -0.23780 2.66190 -0.052 -0.091 -0.480
C 3.04090 -4.49190 1.56390 -0.106 -0.009 -0.116
C 3.04550 0.53430 3.01220 0.244 -0.047 -0.162
C 6.09650 0.52790 -2.59200 -0.159 0.007 0.054
H 2.87120 2.64830 0.37420 0.024 0.083 -0.048
C 2.97030 2.32140 1.40230 0.068 -0.190 0.019
C -2.94140 -0.66440 -2.44340 0.083 0.055 -0.171
C 0.80100 0.08530 -4.00330 0.195 -0.186 0.445
C -2.52900 -2.91020 -4.01840 -0.017 -0.142 0.024
H -4.00810 0.94750 4.31870 0.003 0.021 0.012
H 3.12050 4.30040 2.18260 -0.011 0.131 -0.009
C 3.17130 1.46890 4.02490 0.012 -0.018 0.111
H 0.48600 4.91920 -1.99840 0.047 0.073 0.007
C 1.22060 0.26530 -6.34810 -0.075 0.016 -0.167
N -3.61430 0.22800 0.59520 0.066 0.009 -0.303
C -4.59390 -0.33350 1.25030 -0.238 0.039 0.630
C 3.92470 -2.25310 1.56550 -0.094 -0.041 -0.104
C 2.85280 -1.83770 0.77930 -0.089 0.061 -0.011
C 5.29830 0.54940 -0.31970 -0.113 -0.066 -0.147
C 4.03640 0.20730 -0.78550 -0.567 0.084 -0.396
H -2.82140 1.62690 -3.62940 -0.065 -0.067 -0.055
H -2.36300 -3.79470 -4.61470 0.010 -0.074 -0.056
H 4.27950 -2.27700 -4.03250 -0.009 -0.073 0.030
C -1.46420 4.62190 -2.84340 -0.068 0.084 0.017
H 5.93790 -1.86590 -4.49630 0.095 -0.052 0.048
C 3.09080 0.00910 -4.82840 0.077 0.112 0.281
H 6.91650 0.65710 -3.28030 0.095 -0.003 -0.039
C -2.09430 2.34060 -3.27500 0.224 -0.097 0.039
C 4.84490 0.17410 -3.08270 -0.348 -0.001 -0.080
C -1.69140 -0.89130 -3.01830 -0.028 -0.011 0.034
C 0.32100 0.23300 -5.29970 0.209 -0.029 0.124
H 5.27310 0.32420 -6.52220 -0.006 0.001 -0.123
C 4.57240 -0.17740 -4.53690 0.117 -0.198 -0.096
C 2.58360 0.17070 -6.11230 -0.039 0.018 0.219
H 3.26250 0.22380 -6.94870 0.043 -0.022 -0.076
H 5.25920 1.69570 -5.40400 0.007 0.102 -0.021
```
Positions in Å, forces in eV/Å.

Q: Which energy values were calculated for the entries above? A: -962.45430; -6524.01072; -8400.31439, in a.u..